# 1
C88H197N13O16 | the ωB97M-V functional and the def2-TZVPD basis

```
314
Properties=species:S:1:pos:R:3
C 3.279 3.385 -3.973
C 4.024 2.809 -5.160
C 5.386 3.589 -5.185
C 4.240 1.352 -4.894
C 4.783 0.683 -6.104
C 3.825 0.820 -7.271
C 3.540 2.262 -7.638
C 4.891 2.797 -8.224
C 2.437 2.327 -8.640
N 3.112 2.923 -6.344
O 2.893 4.314 -6.507
H 3.885 3.131 -3.086
H 3.200 4.502 -4.070
H 2.235 3.038 -3.900
H 6.018 3.309 -6.006
H 5.249 4.672 -5.293
H 5.953 3.422 -4.246
H 4.898 1.188 -4.035
H 3.262 0.875 -4.753
H 5.808 1.097 -6.313
H 4.912 -0.371 -5.886
H 2.964 0.221 -7.039
H 4.370 0.362 -8.149
H 5.708 2.198 -7.811
H 4.975 3.820 -7.931
H 4.944 2.864 -9.290
H 1.532 1.800 -8.294
H 2.818 1.943 -9.593
H 2.228 3.383 -8.883
H 3.639 4.657 -6.988
C -1.965 7.845 -1.743
C -0.956 6.790 -2.309
C 0.331 7.044 -1.530
C -1.278 5.309 -2.002
C -2.445 4.866 -2.774
C -2.262 5.071 -4.292
C -1.836 6.475 -4.678
C -1.226 6.419 -6.107
C -3.158 7.408 -4.706
N -0.700 6.905 -3.723
O -0.390 8.230 -4.094
H -2.881 7.618 -2.220
H -2.080 7.618 -0.694
H -1.642 8.854 -1.840
H 0.148 6.939 -0.468
H 1.137 6.359 -1.767
H 0.652 8.072 -1.689
H -0.403 4.698 -2.226
H -1.445 5.220 -0.868
H -2.489 3.796 -2.523
H -3.327 5.384 -2.454
H -3.211 4.813 -4.755
H -1.469 4.402 -4.612
H -0.807 7.362 -6.405
H -2.050 6.188 -6.775
H -0.392 5.699 -6.202
H -3.602 7.180 -5.695
H -3.000 8.444 -4.758
H -3.696 7.046 -3.809
H 0.552 8.373 -4.235
C -5.931 4.134 4.350
C -4.572 4.826 3.961
C -4.686 6.345 3.919
C -3.556 4.311 5.021
C -2.060 4.517 4.749
C -1.711 3.807 3.416
C -2.745 4.204 2.270
C -2.291 5.638 1.678
C -2.601 3.241 1.054
N -4.114 4.155 2.756
O -5.040 4.385 1.720
H -5.934 3.172 3.846
H -6.053 4.035 5.411
H -6.831 4.656 4.010
H -5.245 6.690 4.768
H -3.665 6.834 4.044
H -5.032 6.742 3.003
H -3.735 4.853 5.943
H -3.781 3.267 5.184
H -1.904 5.600 4.714
H -1.440 4.149 5.605
H -1.596 2.745 3.582
H -0.729 4.178 3.142
H -1.320 5.351 1.271
H -2.250 6.510 2.328
H -2.971 5.717 0.875
H -3.170 3.437 0.220
H -2.945 2.221 1.276
H -1.614 3.005 0.695
H -4.948 5.243 1.327
C -3.125 -6.180 -1.315
C -2.908 -4.756 -1.925
C -2.720 -3.806 -0.782
C -1.725 -4.628 -2.824
C -1.876 -5.301 -4.205
C -3.113 -4.844 -4.941
C -4.382 -4.900 -4.033
C -5.448 -4.087 -4.729
C -4.769 -6.400 -3.940
N -4.065 -4.301 -2.704
O -5.189 -4.287 -1.914
H -3.001 -6.907 -2.088
H -2.442 -6.393 -0.447
H -4.144 -6.308 -0.948
H -2.588 -2.752 -1.069
H -3.505 -3.870 -0.063
H -1.783 -4.105 -0.290
H -1.481 -3.590 -3.005
H -0.890 -5.074 -2.293
H -1.020 -5.041 -4.873
H -1.810 -6.408 -4.106
H -3.378 -5.335 -5.853
H -3.092 -3.794 -5.177
H -6.382 -4.179 -4.177
H -5.605 -4.550 -5.729
H -5.233 -2.981 -4.855
H -5.328 -6.607 -4.882
H -5.294 -6.687 -3.081
H -3.864 -6.955 -4.038
H -5.604 -3.396 -2.050
C -4.336 0.613 6.472
C -4.314 -0.471 5.344
C -5.604 -1.346 5.419
C -4.063 0.187 4.042
C -3.565 -0.736 2.910
C -2.324 -1.523 3.328
C -2.498 -2.209 4.681
C -3.359 -3.509 4.599
C -1.070 -2.553 5.134
N -3.068 -1.262 5.651
O -3.133 -1.981 6.895
H -3.304 0.960 6.499
H -5.017 1.457 6.329
H -4.456 0.122 7.475
H -6.471 -0.758 5.629
H -5.802 -2.028 4.613
H -5.393 -1.998 6.280
H -5.018 0.628 3.787
H -3.323 0.985 4.220
H -4.438 -1.416 2.730
H -3.531 -0.139 1.998
H -1.483 -0.805 3.416
H -2.000 -2.296 2.618
H -2.863 -4.387 4.279
H -4.176 -3.390 3.913
H -3.683 -3.870 5.612
H -0.514 -3.064 4.308
H -1.028 -3.319 5.971
H -0.491 -1.675 5.442
H -2.366 -1.613 7.413
C 5.303 -4.772 -2.462
C 5.404 -3.861 -3.656
C 6.022 -2.555 -3.129
C 6.313 -4.542 -4.697
C 5.661 -5.753 -5.414
C 4.317 -5.274 -6.026
C 3.437 -4.596 -4.975
C 2.268 -3.973 -5.794
C 2.774 -5.622 -4.007
N 4.180 -3.475 -4.313
O 3.281 -2.981 -3.298
H 6.318 -4.910 -2.021
H 4.722 -4.271 -1.668
H 4.909 -5.740 -2.673
H 5.350 -2.217 -2.355
H 7.018 -2.549 -2.742
H 6.062 -1.794 -3.851
H 6.633 -3.869 -5.524
H 7.279 -4.755 -4.211
H 6.232 -6.178 -6.230
H 5.450 -6.577 -4.733
H 3.810 -6.073 -6.547
H 4.651 -4.521 -6.737
H 1.591 -3.440 -5.171
H 1.748 -4.811 -6.307
H 2.806 -3.424 -6.611
H 2.662 -5.154 -3.013
H 3.504 -6.419 -3.914
H 1.831 -5.957 -4.432
H 3.056 -2.150 -3.630
C 0.524 1.527 -1.302
C 0.443 0.145 -0.581
C -0.712 0.181 0.392
C 0.180 -0.875 -1.699
C 0.508 -2.277 -1.153
C 1.894 -2.367 -0.505
C 2.129 -1.324 0.604
C 1.253 -1.715 1.883
C 3.588 -1.305 1.111
N 1.764 -0.071 0.025
O 1.873 0.960 0.975
H -0.407 1.677 -1.830
H 0.695 2.360 -0.658
H 1.320 1.531 -2.104
H -0.519 0.831 1.269
H -1.619 0.511 -0.110
H -0.927 -0.798 0.792
H -0.803 -0.703 -2.151
H 1.011 -0.686 -2.404
H -0.153 -2.536 -0.313
H 0.407 -3.051 -1.922
H 2.730 -2.299 -1.232
H 1.967 -3.353 -0.042
H 1.405 -1.034 2.715
H 1.498 -2.750 2.100
H 0.183 -1.676 1.680
H 3.870 -2.332 1.487
H 3.630 -0.440 1.744
H 4.229 -1.128 0.273
H 2.571 1.569 0.691
C -0.299 -5.293 1.773
O 0.959 -5.327 1.117
C 1.306 -6.544 0.566
C 2.700 -6.500 0.073
N 3.678 -6.588 1.115
C 4.965 -6.911 0.529
C 6.161 -6.691 1.513
O 6.448 -5.265 1.531
C 7.600 -5.153 2.353
H -1.076 -5.630 1.073
H -0.528 -4.240 2.108
H -0.392 -6.021 2.635
H 0.696 -6.859 -0.305
H 1.200 -7.332 1.321
H 2.800 -5.601 -0.565
H 2.734 -7.436 -0.516
H 3.375 -7.231 1.834
H 5.196 -6.292 -0.358
H 4.969 -7.954 0.224
H 6.993 -7.313 1.183
H 5.883 -6.809 2.570
H 8.318 -5.952 2.184
H 7.377 -5.211 3.438
H 8.088 -4.197 2.138
C 7.346 1.335 -2.616
O 6.788 2.085 -1.575
C 6.373 1.211 -0.567
C 5.926 1.992 0.670
N 4.633 2.726 0.592
C 4.784 4.084 0.025
C 3.403 4.781 0.095
O 2.972 4.643 1.437
C 1.618 4.479 1.619
H 6.670 0.555 -2.954
H 8.242 0.816 -2.240
H 7.619 2.010 -3.442
H 7.193 0.512 -0.379
H 5.485 0.602 -0.778
H 6.779 2.674 0.944
H 5.835 1.227 1.454
H 4.209 2.871 1.522
H 4.990 3.917 -1.034
H 5.581 4.642 0.500
H 2.679 4.320 -0.569
H 3.462 5.808 -0.152
H 1.131 5.226 2.235
H 1.374 3.500 2.010
H 1.146 4.593 0.608
C -4.887 -0.790 -1.721
O -5.889 -1.691 -1.304
C -5.891 -1.718 0.119
C -6.811 -0.643 0.714
N -7.305 -0.956 2.048
C -8.338 -0.097 2.689
C -7.814 1.264 3.241
O -8.825 1.920 3.945
C -8.685 1.838 5.364
H -3.957 -1.380 -1.550
H -4.794 0.147 -1.159
H -4.943 -0.508 -2.782
H -4.834 -1.593 0.349
H -6.198 -2.695 0.528
H -7.672 -0.609 0.030
H -6.304 0.322 0.736
H -6.626 -1.129 2.742
H -8.783 -0.624 3.539
H -9.067 0.089 1.884
H -7.394 1.901 2.447
H -6.996 1.024 3.908
H -7.991 2.596 5.762
H -8.323 0.884 5.587
H -9.676 1.972 5.802
C -1.907 4.851 8.779
O -0.553 4.656 8.937
C -0.222 3.315 9.347
C -0.690 2.188 8.395
N 0.263 2.180 7.324
C -0.056 1.275 6.233
C 1.077 0.899 5.284
O 1.763 -0.242 5.808
C 3.108 -0.420 5.181
H -2.357 4.289 8.005
H -2.033 5.884 8.478
H -2.497 4.783 9.678
H -0.709 3.224 10.325
H 0.851 3.309 9.509
H -1.704 2.277 7.996
H -0.558 1.263 8.870
H 0.438 3.116 6.975
H -0.927 1.573 5.568
H -0.479 0.328 6.609
H 1.630 1.842 5.078
H 0.577 0.643 4.338
H 3.629 -1.289 5.589
H 3.716 0.491 5.337
H 3.001 -0.542 4.082
N 2.213 -4.770 4.447
C 3.494 -4.291 4.398
N 3.897 -4.176 2.980
O 4.154 -3.860 5.362
H 1.819 -5.027 3.541
H 1.770 -4.910 5.331
H 4.880 -3.946 3.037
H 3.709 -5.005 2.381
```

The HOMO energy is -7.94 eV. Its frontier orbital gap is 8.4 eV.

***

# 2
C4H16NO2 | the ωB97M-V functional and the def2-TZVPD basis

```
23
Properties=species:S:1:pos:R:3
C 0.464 0.381 1.177
C 1.466 0.745 0.093
C 1.295 2.171 -0.443
C 1.515 -0.257 -1.088
N 0.510 -1.105 1.493
H -0.544 0.612 0.825
H 0.606 0.938 2.102
H 2.455 0.710 0.563
H 0.241 2.327 -0.710
H 1.939 2.373 -1.288
H 1.394 2.888 0.378
H 0.672 -0.952 -1.125
H 1.494 0.202 -2.076
H 2.418 -0.865 -1.024
H 0.313 -1.341 2.485
H 1.476 -1.443 1.313
H -0.259 -1.467 0.875
H -2.237 -2.844 0.157
H -2.059 -1.552 -0.569
O -1.779 -1.989 0.255
H -3.530 0.603 -1.384
H -2.135 1.212 -1.645
O -2.583 0.428 -1.274
```

The HOMO energy (alpha / beta) is -2.76 / -11.62 eV. Its frontier orbital gap (alpha / beta) is 3.0 / 11.7 eV. As for the spin multiplicity: 2. The energy relative to the best compared isomer or geometry (same formula, charge and spin) is 3.8 kcal/mol.

***

# 3
C8H23AgClNO5 | the ωB97M-V functional and the def2-TZVPD basis

```
39
Properties=species:S:1:pos:R:3
Ag 0.991 3.836 1.840
Cl 0.413 1.393 1.167
C 2.405 1.146 -4.032
C 1.379 1.532 -2.974
C 0.251 0.526 -2.790
O -0.538 0.387 -3.919
C -1.832 -0.196 -3.713
N 2.050 1.755 -1.678
H 1.944 1.122 -5.019
H 2.813 0.145 -3.857
H 3.255 1.824 -4.029
H 0.963 2.513 -3.232
H -0.415 0.846 -1.960
H 0.658 -0.455 -2.490
H -1.705 -0.973 -2.960
H -2.201 -0.549 -4.669
H -2.492 0.582 -3.309
H 2.766 1.030 -1.608
H 1.396 1.529 -0.920
C -2.498 -0.663 -0.627
C -2.925 -0.872 0.833
O -1.770 -1.056 1.630
O -2.116 0.653 -0.949
H -3.282 -1.038 -1.290
H -1.668 -1.375 -0.767
H -3.507 -1.790 0.875
H -3.513 -0.001 1.138
H -1.244 -0.253 1.527
H -1.336 0.902 -0.430
C 0.746 -1.217 4.226
C 1.167 -1.832 5.550
O 1.357 -0.853 6.555
O 1.921 -0.839 3.495
H 0.080 -0.360 4.356
H 0.177 -1.944 3.632
H 2.139 -2.322 5.400
H 0.463 -2.591 5.879
H 2.089 -0.273 6.340
H 1.621 -0.268 2.782
```

The HOMO energy (alpha / beta) is -11.61 / -11.61 eV. Its frontier orbital gap (alpha / beta) is 6.7 / 3.2 eV. As for the charge: +1. As for the spin multiplicity: 2. The energy relative to the best compared isomer or geometry (same formula, charge and spin) is 18.9 kcal/mol.

***

# 4
C41H62NO2PbSe3 | the ωB97M-V functional and the def2-TZVPD basis

```
110
Properties=species:S:1:pos:R:3
Pb -0.521 -0.603 0.685
C 0.890 -6.025 -5.529
C 0.672 -4.513 -5.452
C 1.935 -3.821 -5.983
C -0.514 -4.155 -6.361
C 0.374 -4.041 -4.029
C 0.190 -2.690 -3.762
C -0.147 -2.251 -2.494
Se -0.385 -0.356 -2.237
C -2.285 -0.221 -2.583
C -2.818 -0.782 -3.729
C -4.191 -0.744 -3.945
C -4.970 -0.247 -2.897
C -4.469 0.294 -1.722
C -3.053 0.482 -1.612
O -2.466 1.227 -0.754
C -5.461 0.617 -0.592
C -6.405 -0.587 -0.404
C -4.787 0.862 0.764
C -6.287 1.859 -0.951
C -4.857 -1.269 -5.215
C -5.828 -0.220 -5.774
C -5.632 -2.560 -4.904
C -3.832 -1.583 -6.306
C -0.298 -3.132 -1.384
O -0.702 -2.719 -0.221
C 0.013 -4.501 -1.637
C 0.281 -4.902 -2.943
C 0.093 -5.598 -0.554
C 1.446 -6.323 -0.686
C -1.051 -6.601 -0.761
C 0.025 -5.098 0.896
H 1.094 -6.314 -6.563
H 0.003 -6.569 -5.197
H 1.739 -6.335 -4.916
H 2.168 -4.169 -6.993
H 2.788 -4.037 -5.335
H 1.807 -2.738 -6.019
H -0.323 -4.466 -7.393
H -0.694 -3.079 -6.355
H -1.422 -4.650 -6.010
H 0.300 -1.949 -4.546
H -2.146 -1.259 -4.431
H -6.050 -0.298 -3.003
H -5.826 -1.509 -0.330
H -7.108 -0.692 -1.233
H -6.988 -0.468 0.515
H -4.197 -0.006 1.067
H -5.561 1.038 1.520
H -4.118 1.717 0.731
H -6.788 1.735 -1.914
H -5.634 2.733 -1.012
H -7.048 2.047 -0.186
H -6.623 0.011 -5.064
H -6.292 -0.581 -6.696
H -5.295 0.708 -5.994
H -6.386 -2.389 -4.134
H -4.946 -3.328 -4.540
H -6.133 -2.937 -5.802
H -3.234 -0.702 -6.549
H -4.346 -1.911 -7.214
H -3.160 -2.385 -5.998
H 0.446 -5.959 -3.113
H 1.557 -6.829 -1.645
H 1.547 -7.073 0.104
H 2.262 -5.604 -0.586
H -0.993 -7.076 -1.744
H -2.012 -6.090 -0.687
H -1.015 -7.385 0.002
H 0.827 -4.384 1.090
H 0.143 -5.956 1.566
H -0.919 -4.605 1.109
C -0.268 -2.128 4.100
N 0.552 -1.329 3.211
C 0.796 -0.005 3.756
C 1.789 -2.010 2.873
C 2.528 -1.408 1.694
C 3.909 -1.602 1.666
C 4.663 -1.210 0.571
C 4.026 -0.605 -0.502
C 2.654 -0.390 -0.453
C 1.858 -0.772 0.632
H 0.230 -2.317 5.066
H -0.493 -3.087 3.632
H -1.209 -1.610 4.294
H 1.318 -0.052 4.727
H -0.153 0.518 3.889
H 1.406 0.564 3.052
H 2.460 -2.052 3.750
H 1.528 -3.039 2.611
H 4.399 -2.081 2.510
H 5.733 -1.383 0.551
H 4.594 -0.304 -1.375
H 2.185 0.102 -1.300
C -0.947 3.719 -0.388
Se -1.079 2.748 1.289
C 0.086 3.967 2.326
C 1.423 4.325 1.688
Se 2.409 2.811 0.914
C 3.711 2.545 2.342
H -1.003 4.789 -0.196
H -1.793 3.388 -0.984
H -0.019 3.465 -0.898
H 0.225 3.468 3.287
H -0.483 4.882 2.499
H 2.095 4.791 2.409
H 1.275 5.025 0.868
H 4.412 3.375 2.381
H 4.238 1.624 2.094
H 3.201 2.427 3.296
```

The HOMO energy is -3.86 eV. Its frontier orbital gap is 6.0 eV. As for the charge: -1.

***

# 5
C5H8O | the ωB97M-V functional and the def2-TZVPD basis

```
14
Properties=species:S:1:pos:R:3
C -1.825 1.471 0.774
C -1.215 0.501 0.405
C 0.107 -0.042 0.026
C 0.376 -1.433 0.574
C 0.265 0.108 -1.480
O 1.066 0.852 0.592
H -2.132 2.437 1.084
H 0.143 -1.451 1.646
H -0.226 -2.199 0.079
H 1.440 -1.645 0.444
H 0.061 1.149 -1.748
H -0.437 -0.535 -2.017
H 1.291 -0.136 -1.763
H 0.934 0.826 1.549
```

The HOMO energy is -10.05 eV. Its frontier orbital gap is 11.0 eV. The energy relative to the best compared isomer or geometry (same formula, charge and spin) is 57.4 kcal/mol.